(1)
{"formula": "C4H9NO2", "method": "ωB97M-V/def2-TZVPD", "de_lowest_kj_mol": 276.7, "lumo_energy_ev": 0.808, "energy_ev": -9877.193, "largest_force_ev_per_a": 2.593, "total_charge": 0, "gap_ev": 10.63, "multiplicity": 1, "species": ["C", "C", "O", "C", "C", "O", "N", "H", "H", "H", "H", "H", "H", "H", "H", "H"], "coordinates": [[1.545, -1.350, 1.112], [-0.104, -1.201, -0.377], [-1.254, -1.341, -0.016], [0.895, -0.261, 0.209], [-0.860, 1.509, -1.026], [-0.228, 2.260, -1.746], [-2.034, 1.805, -0.420], [1.417, -1.039, 2.146], [2.588, -1.474, 0.843], [1.069, -2.342, 1.033], [0.353, -1.877, -1.123], [-0.879, 0.423, -0.735], [0.481, 0.553, 0.812], [1.590, 0.165, -0.524], [-2.500, 2.620, -0.738], [-2.078, 1.550, 0.550]], "mulliken_charge": [-1.091, -0.026, -0.507, -0.289, 0.212, -0.614, -0.317, 0.308, 0.304, 0.336, 0.382, 0.196, 0.278, 0.377, 0.209, 0.241]}


(2)
{"formula": "C6H6O2", "method": "ωB97M-V/def2-TZVPD", "de_lowest_kj_mol": 461.6, "lumo_energy_ev": -0.812, "energy_ev": -10408.625, "largest_force_ev_per_a": 5.614, "total_charge": 0, "gap_ev": 9.02, "multiplicity": 1, "species": ["C", "C", "C", "C", "C", "C", "H", "H", "H", "H", "H", "H", "O", "O"], "coordinates": [[-0.034, 0.062, 1.740], [-0.369, -0.159, 0.509], [-1.765, -1.009, 0.457], [0.547, 0.318, -0.638], [1.864, -0.115, -0.327], [-0.029, 0.880, -1.845], [0.891, 0.745, 1.498], [-0.875, -0.066, 2.636], [-2.180, -1.173, -0.630], [2.720, 0.225, -1.069], [1.944, -0.476, 0.834], [-1.167, 1.374, -1.803], [-2.152, -1.679, 1.469], [0.605, 1.073, -2.830]], "mulliken_charge": [-0.944, 0.494, 0.031, 0.459, -0.754, -0.169, 0.381, 0.277, 0.251, 0.260, 0.395, 0.215, -0.480, -0.418]}


(3)
{"formula": "C4H9N2O2", "method": "ωB97M-V/def2-TZVPD", "de_lowest_kj_mol": 675.4, "lumo_energy_ev": 1.398, "energy_ev": -11364.166, "largest_force_ev_per_a": 4.236, "total_charge": -1, "gap_ev": 4.78, "multiplicity": 1, "species": ["N", "C", "C", "N", "C", "C", "O", "O", "H", "H", "H", "H", "H", "H", "H", "H", "H"], "coordinates": [[2.912, -0.456, 0.358], [2.016, 0.441, -0.243], [0.572, 0.682, 0.412], [-0.452, 0.896, -0.486], [-0.990, -0.340, -0.907], [-1.991, -1.065, 0.091], [-2.703, -2.009, -0.514], [0.644, 1.896, 1.256], [-0.122, 2.298, 0.813], [2.751, -1.367, -0.074], [1.846, 0.239, -1.306], [2.471, 1.434, -0.152], [0.413, -0.148, 1.103], [-1.561, -0.223, -1.837], [-0.213, -1.081, -1.164], [-2.641, -0.271, 0.491], [-1.376, -1.457, 0.940]], "mulliken_charge": [-0.766, -0.611, 0.704, -0.610, -0.415, -0.317, -0.759, -0.530, 0.287, 0.204, 0.348, 0.349, 0.110, 0.368, 0.240, 0.228, 0.169]}